(1)
The following is a DFT calculation (wB97M-V/def2-TZVPD) of C4H3NO2 in the gas phase in a non-equilibrium geometry.

Geometry as XYZ:
```
10
C4H3NO2 (wB97M-V/def2-TZVPD)
O -2.3901 -1.3416 -1.4467
C -1.8529 -0.3909 -0.9475
C -0.4582 -0.2834 -0.2953
N -0.1759 0.9302 0.0702
C 1.0832 0.8764 0.6067
C 1.6206 -0.3467 0.6190
O 0.5026 -1.1960 -0.0328
H -2.3520 0.6052 -0.8995
H 1.5884 1.7512 0.9793
H 2.4378 -0.6207 1.3362
```

## Properties
orbital gap = 9.94 eV
2S+1 = 1
maximum force = 0.050 hartree/bohr
LUMO energy = -0.285 eV
net charge = 0
relative energy (zero: lowest compared OMol25 entry of this formula, charge and spin) = 206.29 kJ/mol
SMILES = O=Cc1ncco1

***

(2)
The following is a DFT calculation (wB97M-V/def2-TZVPD) of C24H29AsCl2N4S4SeY as an isolated structure in a non-equilibrium geometry.

Geometry as XYZ:
```
66
C24H29AsCl2N4S4SeY (wB97M-V/def2-TZVPD)
Y -1.2311 -1.9833 -0.1323
S -5.4463 -3.5032 -2.0861
As -3.6809 -2.7738 -1.2609
S -1.8456 -3.6934 -2.0863
S -3.4697 -3.0710 0.9121
S -3.3894 -0.6397 -1.5060
Se 1.6291 -0.8273 2.4672
N 3.1666 -0.9847 1.5885
C 2.9481 -1.6969 0.4785
C 3.8585 -2.0454 -0.5282
C 3.3802 -2.7567 -1.6134
C 2.0294 -3.0745 -1.7177
N 1.1305 -2.7608 -0.7878
C 1.5924 -2.1191 0.2924
N 0.7399 -1.7633 1.2622
H 4.8978 -1.7707 -0.4394
H 4.0470 -3.0582 -2.4058
H 1.6420 -3.6042 -2.5769
C -2.6698 -0.7872 4.5631
C -1.9551 0.2041 3.6920
C -1.6767 1.4919 4.1432
C -1.0139 2.3804 3.3090
C -0.7460 3.7922 3.7479
C -0.6158 1.9951 2.0412
C -0.9158 0.7165 1.5076
C -1.5853 -0.1534 2.4130
N -0.6512 0.2370 0.2706
C -0.0411 1.0591 -0.7747
C 1.3819 1.5392 -0.4312
C 1.9493 2.3807 -1.5709
C 1.0284 3.5665 -1.8492
C -0.3517 3.0571 -2.2659
C -0.2377 2.1844 -3.5134
C 0.6858 1.0101 -3.2066
C 2.0723 1.5248 -2.8277
C 0.1059 0.1986 -2.0493
C -0.9601 2.2409 -1.1316
H -2.8514 -0.3823 5.5561
H -2.0815 -1.6986 4.6649
H -3.6275 -1.0661 4.1249
H -1.9983 1.8086 5.1258
H -1.0384 3.9423 4.7843
H -1.3141 4.4875 3.1292
H 0.3097 4.0376 3.6387
H -0.1240 2.7456 1.4458
H -1.8877 -1.1444 2.0574
H 2.0184 0.6626 -0.2779
H 1.4060 2.1106 0.4944
H 2.9413 2.7463 -1.2810
H 1.4523 4.1824 -2.6468
H 0.9393 4.1855 -0.9521
H -1.0023 3.9119 -2.4821
H 0.1598 2.7645 -4.3509
H -1.2265 1.8112 -3.7924
H 0.7630 0.3607 -4.0867
H 2.4903 2.1149 -3.6481
H 2.7460 0.6833 -2.6415
H 0.7887 -0.6329 -1.8480
H -0.8729 -0.1963 -2.3544
H -1.9300 1.8356 -1.4322
H -1.1284 2.8809 -0.2665
Cl -0.5289 -4.5034 1.3014
C -0.2615 -5.8382 0.1666
Cl 1.4450 -5.9026 -0.2879
H -0.8629 -5.6466 -0.7300
H -0.5247 -6.7729 0.6601
```

## Properties
orbital gap = 4.21 eV
2S+1 = 1
maximum force = 0.037 hartree/bohr
LUMO energy = 0.031 eV
net charge = -1
relative energy (zero: lowest compared OMol25 entry of this formula, charge and spin) = 82.55 kJ/mol

***

(3)
The following is a DFT calculation (wB97M-V/def2-TZVPD) of a 2-piece molecular cluster, C7H6N2O4 overall in a non-equilibrium geometry.

Geometry as XYZ:
```
19
C7H6N2O4 (wB97M-V/def2-TZVPD)
C -0.8142 0.7758 0.8906
C -1.7205 -0.1430 0.3745
C -0.9669 -1.5399 0.3546
C -0.3715 -0.4570 -2.8352
C 1.2334 -0.6321 0.7142
C 0.5093 0.8161 0.8014
C 1.3492 1.9834 0.9963
N -2.7968 -0.1283 -0.1864
N 0.3824 -1.5421 -0.0520
O 0.0954 0.4458 -2.2983
O -1.5622 -2.4037 0.9093
O -0.9444 -1.2592 -3.4544
O 0.7433 -1.9204 -1.1542
H 1.3541 -1.0452 1.7660
H 2.2509 -0.5744 0.2386
H 0.7970 2.7979 0.4833
H 2.4134 1.9931 0.8758
H 1.3281 2.1107 2.0215
H -3.2799 0.7225 -0.4458
```

## Properties
orbital gap (spin up / spin down) = 7.75 / 8.41 eV
2S+1 = 1
maximum force = 0.075 hartree/bohr
LUMO energy (spin up / spin down) = -1.146 / -0.381 eV
net charge = 0
relative energy (zero: lowest compared OMol25 entry of this formula, charge and spin) = 371.15 kJ/mol

***

(4)
The following is a DFT calculation (wB97M-V/def2-TZVPD) of a 3-piece molecular cluster, C5H16N2O2 overall.

Geometry as XYZ:
```
25
C5H16N2O2 (wB97M-V/def2-TZVPD)
C -1.5687 -0.1349 1.0905
C -1.5524 0.3895 -1.1647
N -2.9365 -0.1352 1.3273
O -0.9495 -1.2430 1.0693
O -1.6499 -0.9823 -1.5863
H 0.5449 -0.9226 0.3427
H -1.5537 -1.5175 -0.7760
H -1.0886 0.7850 1.4286
H -3.4106 0.7262 1.0977
H -3.4078 -0.9484 0.9533
H -0.9962 0.9258 -1.9531
H -2.5417 0.8597 -1.1191
C 2.1190 0.4941 0.2771
C 1.4730 -1.0719 -1.5466
C 1.6289 1.2407 1.5080
N 1.0416 -0.3050 -0.3559
H 0.1640 0.2918 -0.6016
H 2.9308 -0.1899 0.5353
H 2.4988 1.1890 -0.4753
H 2.2085 -1.8221 -1.2550
H 1.9177 -0.3901 -2.2714
H 0.5923 -1.5374 -1.9825
H 1.2214 0.5519 2.2493
H 2.4590 1.7827 1.9627
H 0.8557 1.9640 1.2456
```

## Properties
orbital gap = 7.31 eV
2S+1 = 1
maximum force = 0.008 hartree/bohr
LUMO energy = 0.648 eV
net charge = 0
relative energy (zero: lowest compared OMol25 entry of this formula, charge and spin) = 332.79 kJ/mol

***

(5)
The following is a DFT calculation (wB97M-V/def2-TZVPD) of a 2-piece molecular cluster, C4H5F2N overall in a non-equilibrium geometry.

Geometry as XYZ:
```
12
C4H5F2N (wB97M-V/def2-TZVPD)
C 1.1064 -2.1283 -0.2854
C 0.9452 1.5663 -0.1869
C 0.8204 -0.8551 -0.2263
C -1.8806 0.2883 0.3968
N 0.9793 0.3145 -0.1059
F -2.9686 -0.3930 -0.0619
F -1.7565 1.4604 -0.2652
H 1.6687 -2.6151 0.5947
H 0.8955 -2.8195 -1.1284
H 1.3066 2.0795 0.7209
H 0.8184 2.3753 -0.8847
H -1.9349 0.7266 1.4321
```

## Properties
orbital gap (spin up / spin down) = 6.16 / 9.30 eV
2S+1 = 1
maximum force = 0.110 hartree/bohr
LUMO energy (spin up / spin down) = -0.226 / 0.256 eV
net charge = 0
relative energy (zero: lowest compared OMol25 entry of this formula, charge and spin) = 587.32 kJ/mol

***

(6)
The following is a DFT calculation (wB97M-V/def2-TZVPD) of C3H7O5PS as an isolated structure in a non-equilibrium geometry.

Geometry as XYZ:
```
17
C3H7O5PS (wB97M-V/def2-TZVPD)
C -0.0393 -0.9901 1.2623
C -1.2763 -0.2624 0.7178
C 0.8636 0.7699 -1.7192
O -1.6788 -2.0962 -1.5299
O -2.8038 -5.3112 -0.9601
O -0.9932 -5.2454 -2.5806
O 0.4003 -1.6312 0.0465
O -0.2318 -0.0954 -1.9711
P -0.8391 -1.0891 -0.8854
S -2.2814 -4.7514 -2.1785
H 0.7484 -0.3281 1.6287
H -0.2606 -1.7488 2.0133
H -2.2222 -0.6006 1.1285
H -1.2263 0.8207 0.7666
H 1.7742 0.1912 -1.5579
H 0.6830 1.4093 -0.8525
H 0.9747 1.3876 -2.6106
```

## Properties
orbital gap = 10.92 eV
2S+1 = 1
maximum force = 0.022 hartree/bohr
LUMO energy = -0.057 eV
net charge = 0
relative energy (zero: lowest compared OMol25 entry of this formula, charge and spin) = 0.00 kJ/mol

***

(7)
The following is a DFT calculation (wB97M-V/def2-TZVPD) of an isolated ion of composition C2H5NO2P and charge +1 in a non-equilibrium geometry.

Geometry as XYZ:
```
11
C2H5NO2P (wB97M-V/def2-TZVPD)
O 2.6798 0.4567 0.1472
N 1.5385 0.2225 -0.0118
O 0.7667 1.2146 -0.1981
C -0.5929 0.9939 -0.1170
C -0.8113 -0.5723 -0.3431
P 0.7827 -1.5045 -0.0798
H -1.2231 1.4770 -0.7564
H -1.0345 1.1453 0.9453
H -1.6213 -1.0407 0.2697
H -1.0964 -0.8381 -1.2892
H 0.6117 -1.5545 1.4333
```

## Properties
orbital gap = 9.76 eV
2S+1 = 1
maximum force = 0.135 hartree/bohr
LUMO energy = -6.450 eV
net charge = +1
relative energy (zero: lowest compared OMol25 entry of this formula, charge and spin) = 453.27 kJ/mol
SMILES = O=[N+]1OCCP1

***

(8)
The following is a DFT calculation (wB97M-V/def2-TZVPD) of C9H13IN2O5S2 in the gas phase in a non-equilibrium geometry.

Geometry as XYZ:
```
32
C9H13IN2O5S2 (wB97M-V/def2-TZVPD)
C -3.7958 1.1645 -0.4456
C -2.3381 1.9012 -0.6721
C -1.1538 1.1750 0.2510
I -1.2526 2.2387 2.2105
C 0.3361 1.3325 -0.4122
O 0.4864 1.1786 -1.8965
S 2.2136 1.2934 -2.0659
O 2.9449 0.0906 -2.7606
O 2.3574 2.6731 -2.7505
O 2.7634 1.1246 -0.4243
C 1.5796 0.3885 0.1328
C 1.6139 -0.0783 1.7035
C 2.7224 -1.2373 2.0514
S 2.5258 -2.8346 1.0861
C 0.7648 -2.9596 0.4556
N -0.4583 -2.7799 1.3329
N -1.5436 -2.9151 0.4675
C -1.0327 -3.1667 -0.9412
O 0.4648 -3.2165 -0.9894
H -3.6758 0.0691 -0.9022
H -4.6791 1.7549 -0.9400
H -4.0864 1.0140 0.6891
H -2.4587 3.0542 -0.4076
H -2.0722 1.8137 -1.8161
H -1.4032 0.0427 0.4425
H 0.5432 2.4903 -0.3006
H 1.5256 -0.5131 -0.6481
H 1.8833 0.8800 2.3570
H 0.4962 -0.3792 1.9980
H 3.8023 -0.7785 1.9113
H 2.5961 -1.5248 3.2031
H -1.6696 -3.2960 -1.9196
```

## Properties
orbital gap = 8.63 eV
2S+1 = 1
maximum force = 0.145 hartree/bohr
LUMO energy = -0.762 eV
net charge = 0
SMILES = CC[C@H](I)[C@@H]1OS(=O)(=O)O[C@H]1CCSc1nnco1

***

- What is the formula in the second record?
  C24H29AsCl2N4S4SeY

***

- The lowest net charge belongs to which entry?
  C24H29AsCl2N4S4SeY

***

- Look up the net charge of the eighth one.
  0

***

- What is the net charge in the first record?
  0